1.
Molecular formula: C4H13NO2
Method: DFT, ωB97M-V/def2-TZVPD

The calculation puts the orbital gap at 4.078 eV. For the HOMO energy, the calculation gives -0.2714 Eh. The relative energy (zero: lowest compared OMol25 entry of this formula, charge and spin) comes out at 121.5 kcal per mole. Its spin multiplicity is 1. Its LUMO energy is -3.31 eV.

```
20
Properties=species:S:1:pos:R:3:forces:R:3:lowdin_charge:R:1
N -0.079 -1.655 1.285 0.3 -0.2 0.2 0.051
C 3.117 0.307 0.224 -0.8 -0.3 -0.9 0.171
C -0.282 0.312 -1.396 0.6 -0.4 1.8 -0.090
C 1.109 -0.061 -1.131 -0.6 1.1 -1.4 -0.001
C 1.794 0.483 -0.038 0.8 0.2 1.3 -0.146
H -0.476 -2.581 1.185 0.0 0.0 -0.1 0.018
H 0.367 -1.414 0.406 -0.3 -0.3 0.2 -0.042
H 3.542 0.810 1.080 0.3 -0.1 -0.1 0.089
H 3.719 -0.308 -0.436 0.2 0.0 0.2 0.087
H -0.677 0.726 -0.468 -0.1 0.4 -0.4 0.045
H -0.446 0.998 -2.228 0.2 -0.1 -0.3 0.126
H -0.942 -0.555 -1.545 -0.2 -0.1 -0.4 0.106
H 1.666 -0.617 -1.887 0.1 -0.2 0.3 0.135
H 1.278 1.098 0.692 -0.6 -0.1 -0.3 0.128
H -3.779 0.410 -0.897 0.0 -0.1 0.0 -0.082
H -2.320 0.681 0.695 -0.1 -0.2 -0.3 -0.030
O -2.840 0.341 -0.714 0.2 0.2 0.1 -0.405
H -0.836 -0.988 1.449 0.0 0.1 -0.1 -0.010
H -2.215 1.221 2.213 0.3 -0.3 -0.5 0.030
O -1.697 0.793 1.512 -0.2 0.4 0.5 -0.179
```
Forces are in eV/Å.

=====

2.
Molecular formula: C4H13NO2
Method: DFT, ωB97M-V/def2-TZVPD

The calculation puts the orbital gap at 10.174 eV. For the HOMO energy, the calculation gives -0.3407 Eh. The relative energy (zero: lowest compared OMol25 entry of this formula, charge and spin) comes out at 21.2 kcal per mole. Its spin multiplicity is 1. Its LUMO energy is 0.90 eV.

```
20
Properties=species:S:1:pos:R:3:forces:R:3:lowdin_charge:R:1
C 1.867 -0.051 -0.763 -0.6 0.0 0.5 -0.162
C 0.982 0.681 -1.762 0.4 -0.1 -0.3 -0.440
C -0.238 -0.082 -2.244 -0.9 0.1 0.7 -0.060
O 1.846 0.998 -2.864 0.0 -0.1 -0.1 -0.051
C 1.311 -0.145 0.677 -1.1 0.4 -0.8 -0.243
N -0.096 -0.633 0.885 1.3 -0.1 -0.3 0.001
H 2.113 -1.036 -1.160 0.1 0.0 -0.1 0.117
H 2.775 0.556 -0.671 0.1 -0.4 -0.2 0.118
H 0.672 1.627 -1.313 -0.2 0.1 0.1 0.138
H -0.601 0.299 -3.186 0.2 0.0 -0.7 0.072
H -1.107 0.128 -1.607 0.2 -0.1 0.2 0.075
H -0.141 -1.170 -2.273 0.3 0.1 -0.2 0.091
H 1.329 1.001 -3.676 0.0 0.1 0.1 0.077
H 1.974 -0.784 1.242 0.3 0.2 0.4 0.092
H 1.292 0.901 0.999 0.5 -0.3 0.6 0.104
H -0.605 0.146 1.255 -0.6 0.1 0.0 0.051
H -0.500 -0.903 0.004 -0.2 -0.1 0.0 0.019
H -3.895 -1.170 5.608 0.2 0.4 0.0 0.038
H -4.960 -0.152 5.329 0.0 0.2 0.0 0.029
O -4.019 -0.211 5.523 -0.2 -0.6 0.0 -0.068
```
Forces are in eV/Å.

=====

3.
Molecular formula: C4H13NO2
Method: DFT, ωB97M-V/def2-TZVPD

The calculation puts the orbital gap at 9.508 eV. For the HOMO energy, the calculation gives -0.3169 Eh. The relative energy (zero: lowest compared OMol25 entry of this formula, charge and spin) comes out at 25.4 kcal per mole. Its spin multiplicity is 1. Its LUMO energy is 0.88 eV.

```
20
Properties=species:S:1:pos:R:3:forces:R:3:lowdin_charge:R:1
C -0.228 1.497 -0.622 0.1 0.1 -0.1 -0.135
N -0.403 0.045 -0.606 0.4 -0.1 0.2 -0.085
C 1.477 -1.232 0.465 0.0 -0.2 0.2 -0.039
C 0.066 -0.688 0.601 -0.8 0.2 -0.3 -0.388
C -0.206 0.110 1.860 0.0 -0.4 0.8 -0.233
O -0.234 -0.814 2.970 0.0 0.1 -0.4 -0.070
H 0.220 1.858 -1.546 -0.1 -0.2 -0.2 0.075
H -1.181 2.010 -0.510 -0.2 0.1 0.1 0.071
H 0.422 1.848 0.165 0.3 0.2 0.4 0.063
H 0.120 -0.350 -1.374 -0.2 0.1 -0.3 0.064
H 2.205 -0.608 0.972 0.2 0.2 0.0 0.078
H 1.538 -2.223 0.898 0.1 -0.2 0.2 0.076
H 1.759 -1.339 -0.579 0.1 0.1 -0.1 0.074
H -0.641 -1.515 0.721 0.2 -0.2 -0.2 0.134
H -1.178 0.578 1.737 -0.2 0.2 0.0 0.119
H 0.530 0.873 2.114 0.2 0.1 -0.3 0.112
H -0.859 -0.489 3.622 0.0 0.0 0.0 0.078
H -1.095 0.184 -4.424 0.0 0.0 0.2 0.039
H -1.545 0.138 -2.945 0.2 -0.1 -0.1 0.036
O -0.767 0.117 -3.520 -0.2 0.0 -0.1 -0.068
```
Forces are in eV/Å.

=====

4.
Molecular formula: C4H13NO2
Method: DFT, ωB97M-V/def2-TZVPD

The calculation puts the orbital gap at 9.483 eV. For the HOMO energy, the calculation gives -0.3379 Eh. The relative energy (zero: lowest compared OMol25 entry of this formula, charge and spin) comes out at 59.3 kcal per mole. Its spin multiplicity is 1. Its LUMO energy is 0.29 eV.

```
20
Properties=species:S:1:pos:R:3:forces:R:3:lowdin_charge:R:1
C 0.967 1.309 -0.359 1.2 -2.6 2.3 -0.264
C -0.028 0.285 0.212 -1.8 0.4 0.2 -0.241
C -1.188 0.039 -0.799 -0.1 -1.8 -0.7 -0.192
C -1.609 -1.196 -1.270 0.7 2.6 1.7 -0.003
N 1.982 1.514 0.791 0.1 1.9 -2.1 -0.037
H 1.493 0.807 -1.183 -0.3 0.4 -0.2 0.098
H 0.488 2.245 -0.693 0.4 -0.3 0.5 0.112
H 0.469 -0.585 0.730 -0.4 0.4 -1.4 0.109
H -0.511 0.735 1.108 0.2 0.2 -0.5 0.108
H -1.659 0.993 -1.175 0.5 -1.1 0.3 0.113
H -1.129 -2.056 -0.794 -0.3 0.0 -0.5 0.053
H -2.479 -1.322 -1.926 0.6 0.0 0.2 0.057
H 2.653 2.056 0.216 0.2 -0.2 1.4 0.056
H 2.519 0.712 1.180 -1.1 0.3 -1.2 0.046
H 2.244 -1.917 -0.330 2.9 3.0 2.8 0.174
H 3.555 -2.169 0.370 0.6 0.3 0.5 0.015
O 3.010 -1.370 0.331 -3.5 -3.4 -3.4 -0.152
H -3.134 -0.205 0.560 -0.1 0.1 0.3 -0.014
H -3.829 0.452 1.791 0.1 0.4 0.1 0.025
O -3.813 -0.328 1.242 0.0 -0.5 -0.3 -0.063
```
Forces are in eV/Å.

=====

5.
Molecular formula: C4H13NO2
Method: DFT, ωB97M-V/def2-TZVPD

The calculation puts the orbital gap at 9.664 eV. For the HOMO energy, the calculation gives -0.3340 Eh. The relative energy (zero: lowest compared OMol25 entry of this formula, charge and spin) comes out at 42.8 kcal per mole. Its spin multiplicity is 1. Its LUMO energy is 0.58 eV.

```
20
Properties=species:S:1:pos:R:3:forces:R:3:lowdin_charge:R:1
N 1.147 2.510 -0.485 -1.8 0.1 2.3 -0.005
C 0.912 1.481 0.601 2.0 -2.2 -2.6 -0.280
C -1.967 -0.747 1.886 0.4 0.0 0.5 -0.099
C -0.985 0.352 1.546 -1.4 -1.2 -0.5 -0.174
C -0.212 0.461 0.473 -0.1 3.0 0.5 -0.125
H 1.022 2.053 -1.374 -0.1 -0.3 -0.3 0.035
H 0.293 3.047 -0.325 0.2 0.7 -0.9 0.056
H 1.005 1.811 1.625 0.1 0.6 0.0 0.099
H 1.756 0.807 0.342 0.2 0.2 1.0 0.104
H -2.353 -1.390 1.102 0.3 0.1 -0.4 0.065
H -1.363 -1.374 2.558 -0.4 -0.2 0.0 0.079
H -2.825 -0.415 2.472 0.1 0.3 0.0 0.064
H -0.907 1.080 2.344 0.6 -0.1 0.2 0.098
H -0.350 0.164 -0.556 -0.2 -1.1 0.1 0.093
H 0.353 -3.191 -0.714 0.6 -0.1 0.3 0.029
H -0.541 -2.011 -1.034 0.1 0.6 0.1 -0.009
O -0.499 -2.960 -1.065 -0.6 -0.5 -0.3 -0.042
H 1.472 -1.174 -3.401 -0.4 -0.7 -0.3 0.027
H 2.388 -0.033 -3.208 0.4 0.4 0.0 0.032
O 1.653 -0.472 -2.788 -0.1 0.3 0.4 -0.046
```
Forces are in eV/Å.

=====

6.
Molecular formula: C4H13NO2
Method: DFT, ωB97M-V/def2-TZVPD

The calculation puts the orbital gap at 10.693 eV. For the HOMO energy, the calculation gives -0.3661 Eh. The relative energy (zero: lowest compared OMol25 entry of this formula, charge and spin) comes out at 26.0 kcal per mole. Its spin multiplicity is 1. Its LUMO energy is 0.73 eV.

```
20
Properties=species:S:1:pos:R:3:forces:R:3:lowdin_charge:R:1
C -0.935 -1.696 0.235 0.4 -0.5 -0.1 -0.118
C 0.380 -0.917 0.253 -0.8 0.3 -0.7 -0.252
C 0.121 0.592 0.220 0.8 0.1 0.2 -0.257
C 1.260 2.108 1.587 0.4 0.6 0.2 -0.068
N 1.336 1.296 0.636 -0.2 -0.7 0.0 -0.043
H -0.695 -2.755 0.105 -0.2 0.0 -0.1 0.071
H -1.581 -1.389 -0.591 0.0 0.0 0.1 0.064
H -1.478 -1.631 1.177 -0.1 0.3 0.0 0.069
H 0.928 -1.188 1.144 0.4 0.0 0.2 0.103
H 0.950 -1.180 -0.642 0.2 -0.1 0.3 0.103
H -0.053 0.935 -0.802 -0.5 -0.2 0.0 0.119
H -0.719 0.816 0.886 -0.2 0.3 -0.1 0.104
H 0.341 2.464 2.061 -0.2 -0.4 0.0 0.075
H 2.185 2.552 1.953 0.0 0.1 0.0 0.064
H 3.948 0.180 -0.325 -0.1 0.0 0.0 0.018
H 3.373 0.115 -1.728 0.2 -0.1 0.2 0.028
O 4.045 -0.287 -1.162 -0.1 0.1 -0.2 -0.074
H -5.215 0.014 -1.903 0.2 0.1 -0.1 0.037
H -3.925 -0.215 -1.148 0.1 0.0 0.0 0.020
O -4.265 0.185 -1.955 -0.2 -0.1 0.2 -0.064
```
Forces are in eV/Å.

=====

7.
Molecular formula: C4H13NO2
Method: DFT, ωB97M-V/def2-TZVPD

The calculation puts the orbital gap at 9.986 eV. For the HOMO energy, the calculation gives -0.3492 Eh. The relative energy (zero: lowest compared OMol25 entry of this formula, charge and spin) comes out at 53.9 kcal per mole. Its spin multiplicity is 1. Its LUMO energy is 0.48 eV.

```
20
Properties=species:S:1:pos:R:3:forces:R:3:lowdin_charge:R:1
C -2.716 0.041 -0.378 1.0 0.5 -3.3 -0.114
C -1.258 -0.530 -0.538 0.4 1.2 -0.7 -0.229
C -0.329 -0.090 0.680 -0.5 -0.9 -3.1 -0.229
C 1.754 -0.458 -0.482 -2.2 0.7 1.0 -0.026
N 1.089 -0.343 0.608 0.9 -2.4 -0.8 -0.018
H -3.281 -0.422 -1.279 0.5 0.8 1.7 0.096
H -2.705 1.165 -0.551 -0.1 -1.3 0.4 0.084
H -3.186 -0.201 0.544 -0.4 -0.3 0.7 0.045
H -1.361 -1.596 -0.726 0.4 -0.3 0.6 0.089
H -0.821 -0.153 -1.526 -0.6 -0.2 1.4 0.103
H -0.554 0.895 0.773 -0.4 3.4 0.2 0.062
H -0.764 -0.484 1.538 -0.2 -1.3 1.8 0.090
H 1.525 0.010 -1.423 -0.8 0.3 -0.6 0.058
H 2.473 -1.215 -0.602 2.0 -0.3 0.7 0.059
H 2.553 -1.347 1.943 0.4 -0.6 0.7 -0.002
H 3.412 -1.261 3.243 -0.4 -0.8 -0.9 0.045
O 3.141 -1.891 2.533 -0.3 1.4 0.1 -0.113
H 0.619 2.795 -2.164 -0.1 0.1 -0.1 0.036
H 0.435 2.299 -0.742 -0.4 0.4 -0.4 0.025
O -0.027 2.788 -1.450 0.5 -0.5 0.5 -0.061
```
Forces are in eV/Å.

=====

8.
Molecular formula: C4H13NO2
Method: DFT, ωB97M-V/def2-TZVPD

The calculation puts the orbital gap at 8.800 eV. For the HOMO energy, the calculation gives -0.2997 Eh. The relative energy (zero: lowest compared OMol25 entry of this formula, charge and spin) comes out at 21.5 kcal per mole. Its spin multiplicity is 1. Its LUMO energy is 0.64 eV.

```
20
Properties=species:S:1:pos:R:3:forces:R:3:lowdin_charge:R:1
C -0.257 -0.417 1.100 0.0 -0.1 0.3 -0.107
N -0.772 -1.981 -1.429 -0.5 -0.3 0.7 0.094
C 0.142 -0.940 -1.349 0.4 0.7 0.0 -0.436
C 0.399 -0.239 -0.230 0.4 -0.7 -0.4 -0.160
C 0.704 -0.463 -2.670 0.1 0.6 0.2 -0.057
H -0.685 -1.412 1.272 -0.1 0.1 -0.2 0.066
H 0.421 -0.267 1.938 0.3 0.1 0.0 0.063
H -1.049 0.328 1.242 -0.1 -0.1 0.0 0.065
H -0.508 -2.764 -1.999 0.2 0.1 -0.6 0.088
H -0.985 -2.350 -0.511 -0.2 0.1 0.0 0.072
H 1.278 0.388 -0.331 -0.4 0.6 0.2 0.099
H 1.000 0.585 -2.575 0.0 -0.1 0.2 0.071
H -0.117 -0.446 -3.393 0.3 -0.4 -0.2 0.082
H 1.620 -0.949 -3.018 -0.4 -0.5 -0.2 0.077
H -2.666 0.483 -0.316 0.3 -0.1 0.0 0.013
H -1.814 1.183 -1.418 0.2 -0.2 0.3 0.022
O -2.708 0.979 -1.134 -0.6 0.3 -0.3 -0.053
H 1.793 3.082 5.644 0.1 -0.2 -0.4 0.037
H 2.139 2.138 4.462 0.0 0.0 0.2 0.027
O 2.066 3.063 4.715 -0.1 0.2 0.2 -0.065
```
Forces are in eV/Å.

=====

9.
Molecular formula: C4H13NO2
Method: DFT, ωB97M-V/def2-TZVPD

The expectation value of S² is 0.756. The calculation puts the orbital gap (spin up / spin down) at 11.708 / 5.396 eV. For the HOMO energy (spin up / spin down), the calculation gives -0.5597 / -0.5580 Eh. The relative energy (zero: lowest compared OMol25 entry of this formula, charge and spin) comes out at 78.7 kcal per mole. The charge is +1. Its spin multiplicity is 2. Its LUMO energy (spin up / spin down) is -3.52 / -9.79 eV.

```
20
Properties=species:S:1:pos:R:3:forces:R:3:lowdin_charge:R:1
C 0.711 1.935 0.851 -1.2 -3.0 1.6 -0.009
C 0.760 0.528 0.224 0.5 1.3 -1.7 -0.352
C -0.180 -0.604 0.685 -3.4 -0.5 -0.3 -0.288
C -0.295 -1.166 2.053 2.1 -0.5 2.1 -0.016
O -1.572 -0.194 0.362 2.1 0.0 -1.1 0.174
N 0.531 0.750 -1.255 3.6 0.7 2.0 0.091
H 0.427 1.710 1.933 0.4 1.5 -1.3 0.126
H 1.624 2.437 0.666 1.3 0.2 0.5 0.080
H 0.038 2.440 0.221 -1.6 1.1 0.1 0.070
H 1.785 0.167 0.383 -0.2 -0.8 0.1 0.172
H -0.077 -1.490 0.016 0.5 0.4 -0.5 0.196
H -0.264 -2.300 2.187 -0.2 1.6 -0.7 0.135
H 0.591 -0.800 2.647 -0.8 -0.4 -0.4 0.121
H -1.169 -0.756 2.534 -0.3 -0.1 0.2 0.097
H -1.549 0.156 -0.582 0.0 0.1 0.9 0.155
H 1.459 1.306 -1.425 -2.6 -0.5 -0.5 0.167
H 0.761 -0.122 -1.680 -0.2 -1.0 -1.1 0.060
H -0.903 -1.981 -3.011 0.2 -2.0 0.9 -0.001
H -1.723 -0.769 -3.229 0.2 -0.1 -0.6 0.047
O -0.954 -1.250 -3.581 -0.5 2.0 -0.3 -0.024
```
Forces are in eV/Å.

=====

10.
Molecular formula: C4H13NO2
Method: DFT, ωB97M-V/def2-TZVPD

The expectation value of S² is 0.754. The calculation puts the orbital gap (spin up / spin down) at 11.875 / 7.054 eV. For the HOMO energy (spin up / spin down), the calculation gives -0.5417 / -0.5403 Eh. The relative energy (zero: lowest compared OMol25 entry of this formula, charge and spin) comes out at 32.5 kcal per mole. The charge is +1. Its spin multiplicity is 2. Its LUMO energy (spin up / spin down) is -2.87 / -7.65 eV.

```
20
Properties=species:S:1:pos:R:3:forces:R:3:lowdin_charge:R:1
C 2.450 -0.498 0.115 0.3 2.6 0.3 -0.037
C 1.297 -1.366 -0.363 0.7 -2.0 -0.4 -0.195
N 0.020 -0.855 -0.015 0.8 1.5 0.0 0.145
C -0.690 0.059 -0.848 0.0 0.5 -0.3 -0.112
C -2.162 0.169 -0.364 -0.3 -0.5 -1.3 -0.204
O -3.106 0.298 -1.405 0.5 0.2 -0.1 -0.018
H 2.171 0.568 0.232 -0.4 -0.4 -0.2 0.083
H 2.799 -0.711 1.120 0.2 -0.6 -0.1 0.091
H 3.271 -0.381 -0.600 -0.1 -0.8 0.1 0.103
H 1.326 -1.687 -1.398 -0.1 0.8 -0.4 0.137
H 1.471 -2.330 0.118 -0.5 -0.1 0.5 0.147
H -0.036 -0.521 0.941 -0.3 -0.4 0.8 0.151
H -0.193 1.023 -0.671 0.2 0.2 0.2 0.154
H -0.477 -0.140 -1.903 -0.6 -0.4 0.1 0.153
H -2.319 0.921 0.408 0.3 0.1 0.0 0.120
H -2.363 -0.807 0.017 -0.4 -0.6 0.8 0.118
H -2.746 0.792 -2.150 -0.1 0.2 0.1 0.099
H -0.021 1.628 3.013 -0.2 0.3 -0.5 0.072
H -0.714 2.178 1.711 -0.2 0.3 0.4 0.040
O 0.023 1.661 2.042 0.3 -0.8 0.0 -0.046
```
Forces are in eV/Å.